21
Properties=species:S:1:pos:R:3 method="wB97M-V/def2-TZVPD" e_lumo_ha=-0.1240 orbital_gap_ev=8.0 spin_multiplicity=1 charge=+1
C 0.7455 1.2956 0.0910
C -1.2870 -0.4134 0.4031
C -2.5463 0.2143 0.3126
C 0.2769 0.0571 0.4236
C 2.2021 1.7068 -0.0828
C 1.1444 -1.8815 -0.7320
N 1.0906 -1.1985 0.5913
O 0.0024 2.3939 -0.0200
S -3.9809 -0.7404 0.6619
I -5.6578 0.1881 -0.6598
H -1.2851 -1.4492 0.6223
H -0.9109 2.2001 -0.0775
H -2.8394 1.3464 0.1596
H 2.6735 1.2154 0.7527
H 2.0300 2.8508 -0.0964
H 2.4746 1.2812 -0.9881
H 1.6308 -1.3956 -1.5668
H 1.4818 -2.8072 -0.7554
H 0.0899 -1.9941 -1.2285
H 2.0042 -0.9447 0.9335
H 0.6607 -1.9252 1.2556

***

21
Properties=species:S:1:pos:R:3 method="wB97M-V/def2-TZVPD" e_lumo_ha="-0.0382 / -0.0515" orbital_gap_ev="7.3 / 6.8" spin_multiplicity=1
C 0.4104 1.4370 -0.6693
C -0.6780 0.3368 -0.7455
C 0.3046 0.3517 0.3438
C -1.6746 3.0665 0.1896
C -1.4886 -2.3286 -1.1461
C 2.9073 -2.1474 0.9212
S 0.0401 3.1850 -0.3341
S -0.7363 -0.9271 -2.0237
S 2.2779 -1.5057 -0.7128
I 0.1265 0.3386 2.3994
H 1.2203 1.1902 -1.3376
H -1.6251 0.5509 -0.4890
H -2.4094 3.0870 -0.6415
H -1.9926 3.8972 0.8189
H -1.5346 2.1833 0.8134
H -2.5465 -1.9352 -0.8673
H -0.9245 -2.3762 -0.1856
H -1.5625 -3.2696 -1.6632
H 4.0185 -2.1464 0.6983
H 2.4768 -3.1648 1.1089
H 2.6250 -1.5628 1.7800

***

18
Properties=species:S:1:pos:R:3 method="wB97M-V/def2-TZVPD" e_lumo_ha="0.1515 / 0.1510" orbital_gap_ev="4.8 / 5.2" spin_multiplicity=2 charge=-1
C 0.9769 1.7144 0.9784
N 0.4130 -1.1027 1.3181
C -0.1102 -0.4411 0.1816
C 0.1307 0.9085 0.0449
C -0.2960 1.5961 -1.2201
C -0.7906 -2.7663 -0.5579
C -0.6542 -1.3529 -0.8019
H 1.0855 1.3213 1.9881
H 1.9861 1.8508 0.5551
H 0.5885 2.7414 1.0527
H -0.1384 -1.7514 1.8386
H 1.0918 -0.6528 1.9078
H 0.5040 1.7169 -1.9639
H -0.6610 2.6057 -0.9720
H -1.1519 1.0683 -1.6273
H -1.4649 -3.1698 0.2001
H -0.3375 -3.4242 -1.3014
H -1.1719 -0.8623 -1.6208

***

18
Properties=species:S:1:pos:R:3 method="wB97M-V/def2-TZVPD" e_lumo_ha="0.1447 / 0.1413" orbital_gap_ev="2.7 / 7.6" spin_multiplicity=2 charge=-1
C -0.3956 2.9861 -0.3940
C 0.2076 1.9635 0.4898
C -0.2640 0.7092 0.6043
N 0.1764 -0.3170 1.3788
C 0.0695 -1.7006 0.9055
C -0.0866 -2.2956 -1.5119
C 0.6572 -2.0091 -0.4157
H 0.4310 3.6287 -0.7278
H -0.7486 2.6110 -1.3713
H -1.2689 3.4622 0.0590
H 1.0010 2.2630 1.1607
H -0.9023 0.3713 -0.2180
H 0.8956 -0.2333 2.0875
H -1.0319 -1.8533 0.8447
H 0.3184 -2.3945 1.7315
H -1.1606 -2.2454 -1.6338
H 0.4008 -2.7080 -2.3908
H 1.7011 -2.2381 -0.5982

***

18
Properties=species:S:1:pos:R:3 method="wB97M-V/def2-TZVPD" e_lumo_ha=0.0378 orbital_gap_ev=8.2 spin_multiplicity=1
C 1.6124 0.7644 0.9917
C 0.2962 0.3000 1.5314
C -0.7802 0.3631 0.4349
C -0.6362 -0.7104 -0.6437
C -1.6153 -0.5002 -1.8077
C 0.7825 -0.8712 -1.1959
N 1.7271 -0.2738 -0.5975
H 2.6549 -0.0175 -0.3994
H 1.6423 1.8332 0.7235
H 2.4702 0.5557 1.6691
H 0.4061 -0.7341 1.8876
H -0.0360 0.8895 2.3935
H -1.7698 0.2624 0.8915
H -0.7474 1.3557 -0.0380
H -0.8711 -1.6918 -0.1959
H -2.6527 -0.4704 -1.4520
H -1.4100 0.4483 -2.3178
H -1.5218 -1.3060 -2.5428

***

18
Properties=species:S:1:pos:R:3 method="wB97M-V/def2-TZVPD" e_lumo_ha=0.0407 orbital_gap_ev=8.5 spin_multiplicity=1
C -0.2482 -1.4221 0.7289
C -1.6885 -0.2110 0.1878
C -1.5782 1.2084 -0.2142
C 1.7269 0.3928 -1.0111
N -0.9564 -1.1932 -0.4457
C 0.8549 -0.5955 1.1807
C 1.6640 0.2214 0.4776
H -1.1528 -1.7351 -1.2748
H -0.4278 -2.3475 1.2744
H -2.3789 -0.4838 0.9766
H 1.0430 -0.6661 2.2503
H 2.4132 0.7730 1.0370
H -0.5780 1.5815 0.0647
H -1.6529 1.3291 -1.2984
H -2.3235 1.8344 0.2773
H 2.7251 0.1248 -1.3703
H 1.0075 -0.2391 -1.5267
H 1.5505 1.4279 -1.3140

***

18
Properties=species:S:1:pos:R:3 method="wB97M-V/def2-TZVPD" e_lumo_ha=0.0351 smiles=CCC(C#N)CC orbital_gap_ev=12.3 spin_multiplicity=1
C 2.5068 -0.3391 0.4617
C 1.2999 0.5711 0.2466
C -0.0395 -0.1819 0.1553
C -1.2087 0.7527 -0.1997
C -2.5738 0.0714 -0.1608
C 0.0440 -1.2788 -0.8241
N 0.1040 -2.1316 -1.6051
H 3.4006 0.2459 0.6998
H 2.7136 -0.9223 -0.4416
H 2.3400 -1.0452 1.2841
H 1.2096 1.2914 1.0687
H 1.4371 1.1583 -0.6709
H -0.2435 -0.6517 1.1284
H -1.1864 1.5919 0.5070
H -1.0242 1.1734 -1.1965
H -2.8068 -0.2903 0.8476
H -3.3628 0.7699 -0.4574
H -2.6100 -0.7851 -0.8433

***

18
Properties=species:S:1:pos:R:3 method="wB97M-V/def2-TZVPD" e_lumo_ha=0.0289 orbital_gap_ev=7.9 spin_multiplicity=1
C -1.0831 -1.6060 1.6350
C -1.2419 -0.4268 0.6057
N 2.2021 0.8070 0.2026
C 0.9340 0.6970 0.7075
C -0.1739 0.3916 0.0252
C -0.4305 0.5310 -1.3519
C 0.4517 0.5824 -2.3183
H -0.2171 -2.2268 1.5449
H -0.7880 -1.2603 2.6958
H -1.9009 -2.1858 1.7716
H -1.9179 -0.7509 -0.3073
H -1.8708 0.3527 1.0378
H 2.4209 0.1939 -0.6692
H 2.5487 1.7559 0.1156
H 0.8423 1.1063 1.7395
H -1.4303 0.7436 -1.7813
H 1.3804 1.2690 -2.3639
H 0.2743 0.0263 -3.2894

***

18
Properties=species:S:1:pos:R:3 method="wB97M-V/def2-TZVPD" e_lumo_ha=0.0358 orbital_gap_ev=9.2 spin_multiplicity=1
C 2.6654 -0.1184 0.2227
N 1.5137 -0.7682 -0.3875
C 0.2145 -0.2418 0.0884
C -0.4806 0.4719 -0.7591
C -1.8509 0.8166 -0.4676
C -2.8072 1.1708 -1.4703
C -0.2412 -0.7401 1.4503
H 3.3484 -0.8137 0.6323
H 2.3723 0.7458 0.9701
H 3.2475 0.4594 -0.5682
H 1.5003 -1.7430 -0.1493
H 0.0492 0.5227 -1.7670
H -2.1987 0.5835 0.5378
H -3.7741 1.0519 -1.1088
H -2.5443 1.3653 -2.5893
H 0.5369 -1.3944 1.9163
H -0.5335 0.0596 2.1642
H -1.0176 -1.4277 1.2849

***

18
Properties=species:S:1:pos:R:3 method="wB97M-V/def2-TZVPD" e_lumo_ha=-0.0022 orbital_gap_ev=7.4 spin_multiplicity=1
C -0.2674 2.0583 0.9109
N -1.0921 1.1797 0.1024
C -0.4913 0.0304 -0.5771
C -1.3871 -0.9915 -0.7711
C 1.1582 -1.8926 0.6687
C 1.2331 -0.4254 0.2078
C 0.8677 -0.0118 -1.1037
H 0.1367 2.9279 0.4027
H 0.5465 1.4954 1.3681
H -0.8091 2.3450 1.8183
H -1.9694 0.8276 0.4157
H -1.3529 -1.7279 -1.5576
H -2.3575 -0.8522 -0.3188
H 1.1650 -2.6034 -0.1453
H 1.9412 -2.0578 1.4093
H 0.2597 -1.9806 1.2882
H 2.1780 0.0062 0.5740
H 1.4320 0.6039 -1.7892

***

18
Properties=species:S:1:pos:R:3 method="wB97M-V/def2-TZVPD" e_lumo_ha=0.0389 smiles="C=C/C(=C/C)NC" orbital_gap_ev=8.5 spin_multiplicity=1
C 2.0144 -0.4993 -0.7703
N 1.0806 0.2247 0.0641
C -0.2867 -0.1581 0.0342
C -1.0553 0.1188 1.1127
C -0.6517 0.6726 2.4689
C -1.0883 0.2399 -2.2892
C -0.8451 -0.6052 -1.2663
H 2.0902 -0.5417 -1.8710
H 2.9998 -0.2607 -0.3475
H 1.8435 -1.5820 -0.6161
H 1.3070 0.7749 0.8641
H -2.0826 -0.2002 0.9976
H -1.2063 1.6224 2.5317
H -0.9623 -0.0693 3.2049
H 0.4022 0.8779 2.5555
H -1.8135 -0.1925 -2.9642
H -0.5671 1.1900 -2.2522
H -1.1787 -1.6122 -1.4571

***

18
Properties=species:S:1:pos:R:3 method="wB97M-V/def2-TZVPD" e_lumo_ha=0.0402 orbital_gap_ev=9.2 spin_multiplicity=1
C -3.6092 0.5849 -0.2277
C -2.4376 0.9500 0.1327
C 1.7439 1.2814 -0.1699
C 1.3748 -1.5049 -0.8371
C 1.3587 0.3081 0.8903
C 1.2444 -1.0261 0.5999
N -2.7000 -0.5625 0.1570
H -4.6259 0.7312 -0.3418
H -1.6409 1.4528 0.5996
H 1.6428 2.2843 0.1992
H 1.1692 1.1564 -1.0820
H 2.8047 1.0690 -0.4759
H 1.4449 -2.5641 -1.0019
H 2.3741 -1.0163 -1.3526
H 0.4974 -1.1374 -1.3710
H 1.2437 0.7938 1.8759
H -2.9015 -0.9905 1.0660
H 1.0165 -1.8102 1.3393

***

18
Properties=species:S:1:pos:R:3 method="wB97M-V/def2-TZVPD" e_lumo_ha=0.0304 smiles=CCC(C)(C)C#N orbital_gap_ev=10.5 spin_multiplicity=1
C 2.1299 0.3193 -0.0660
C 0.9536 -0.6884 -0.1313
C -0.4584 -0.0234 0.1237
C -1.8620 -1.1540 0.5618
C -0.7645 0.8904 -1.1019
C -0.4548 0.7124 1.3504
N -0.5334 1.2314 2.3799
H 2.1169 1.0525 -0.8824
H 3.0938 -0.2035 -0.1322
H 2.1279 0.8739 0.8787
H 1.1308 -1.4744 0.6080
H 0.9821 -1.1732 -1.1215
H -1.7243 -1.7511 1.4757
H -2.8258 -0.6368 0.6734
H -1.4237 -1.3910 -0.3650
H -1.7884 1.2642 -1.0833
H -0.0992 1.7694 -1.1029
H -0.6005 0.3823 -2.0652